Run P
The following is a DFT calculation (wB97M-V/def2-TZVPD) of a 2-piece molecular cluster, CH2Cl2FN overall.

Each line ends with the natural charge from an NBO analysis.
Geometry (Å):
C 0.37406 0.06354 -0.03208  0.113
N 1.64402 -0.11806 0.08932  -0.363
F -0.64450 -2.09814 0.95230  -0.785
Cl 2.48808 -1.28601 -0.95927  0.241
Cl 2.43686 -0.10571 1.68765  0.255
H -0.26119 0.83735 0.49520  0.259
H -0.22043 -0.44120 -0.76103  0.279

***

Run Q
The following is a DFT calculation (wB97M-V/def2-TZVPD) of an isolated molecule of CH2Cl2FN.

Each line ends with the natural charge from an NBO analysis.
Geometry (Å):
F 1.46433 -0.75702 -0.41786  -0.358
C 0.24939 -0.11889 -0.49035  0.170
N -0.00046 0.58097 0.73407  -0.437
Cl -1.48279 1.43163 0.27671  0.117
Cl -0.04701 -0.47763 2.06072  0.179
H -0.48539 -1.10182 -0.80885  0.138
H 0.30193 0.44277 -1.35443  0.190

Output
Structure (SMILES) ... FCN(Cl)Cl

***

Ranked by calculated energy, most stable first: run Q, run P.

***

Run P
The following is a DFT calculation (wB97M-V/def2-TZVPD) of C25H45AlF3O3P2S as an isolated structure.

Each line ends with the Löwdin charge.
Geometry (Å):
Al -0.23775 -0.16551 -1.01374  0.392
C 3.00463 0.25722 0.89960  -0.202
C 3.53620 -0.26636 -0.33040  -0.220
C 1.83324 1.21403 -0.87488  -0.254
C 2.07060 1.27576 0.56966  -0.220
C 2.82811 0.29694 -1.41398  -0.242
C 3.49021 -0.09440 2.23942  -0.027
H 3.67635 -1.17583 2.32990  0.082
H 2.71681 0.13029 2.98225  0.072
H 4.40871 0.43412 2.54483  0.107
C 1.78798 2.40059 1.46948  -0.020
H 1.40737 2.03613 2.43702  0.065
H 1.08228 3.10018 1.00858  0.058
H 2.68731 2.99937 1.71246  0.110
C 1.42492 2.39262 -1.66860  -0.051
H 2.32099 3.00884 -1.83378  0.121
H 0.68927 2.99499 -1.12975  0.055
H 1.02552 2.08307 -2.64608  0.078
C 3.16755 0.09827 -2.83159  -0.031
H 4.24285 -0.11425 -2.96452  0.096
H 2.93163 1.02947 -3.36682  0.086
H 2.59468 -0.71778 -3.31566  0.069
C 4.71023 -1.15675 -0.44234  -0.039
H 5.62278 -0.54696 -0.29464  0.106
H 4.80315 -1.62862 -1.42980  0.079
H 4.73656 -1.94808 0.32694  0.086
C -1.29609 -1.26124 0.38258  -0.214
C 0.11943 -1.18839 0.67124  -0.161
C 0.97230 -2.42987 0.41995  -0.107
C 1.34752 -2.65049 -1.06347  -0.133
C 0.46613 -1.85625 -2.02592  -0.207
C -0.88870 -2.26361 -2.14173  -0.133
C -1.52216 -3.22332 -1.16942  -0.140
C -1.93642 -2.58200 0.18786  -0.145
H 0.50269 -3.34015 0.84394  0.129
H 1.41242 -3.73211 -1.24013  0.133
H 1.90166 -2.29397 0.98751  0.113
H -1.62862 -3.24190 1.00020  0.123
H -1.91482 -0.56909 0.95538  0.085
H 0.43564 -0.50006 1.48583  0.059
H -3.03372 -2.49568 0.22640  0.120
H -2.44484 -3.60489 -1.64044  0.114
H -1.33079 -2.26124 -3.15932  0.122
H -0.91876 -4.15191 -0.99923  0.143
H 2.37701 -2.33428 -1.24639  0.095
H 0.97575 -1.67189 -2.99266  0.116
P -0.89208 -0.25491 3.44095  0.810
C -0.40282 1.21677 4.35364  -0.276
H -0.83820 1.09348 5.35326  0.049
H -0.77518 2.10355 3.82141  0.019
H 0.69888 1.24498 4.40816  0.037
C -2.70578 -0.15356 3.35000  -0.252
H -3.05483 -0.22403 4.38829  0.052
H -3.08933 -1.00417 2.76614  0.039
H -3.02639 0.78752 2.88118  0.036
C -0.51171 -1.71785 4.43106  -0.269
H -0.59301 -2.59693 3.76827  0.034
H -1.25793 -1.74252 5.23682  0.043
H 0.51945 -1.59192 4.80854  0.051
P -2.29376 0.14127 -2.39660  0.894
C -1.30787 0.42093 -3.88803  -0.217
H -1.72823 -0.15455 -4.71905  0.069
H -0.26220 0.11976 -3.70924  0.026
H -1.27407 1.50931 -4.06865  0.074
C -3.66314 -1.07160 -2.48963  -0.192
H -3.31939 -2.04026 -2.88421  0.041
H -4.44998 -0.61205 -3.10373  0.063
H -4.06725 -1.18235 -1.46535  0.073
C -3.31982 1.60579 -2.27237  -0.223
H -4.09833 1.53065 -3.04427  0.073
H -2.71445 2.49205 -2.41874  0.036
H -3.71633 1.69022 -1.25719  0.040
F -2.69178 5.16697 0.16475  0.143
C -1.71030 4.28888 -0.14039  -0.588
F -1.76035 4.07058 -1.48869  0.079
F -0.52590 4.85681 0.15068  0.129
S -1.84643 2.66198 0.77543  0.571
O -1.32444 3.06629 2.06806  -0.287
O -3.23555 2.26474 0.70719  -0.296
O -0.91932 1.72917 0.02656  -0.349

Output
Charge ... +1

***

Run Q
The following is a DFT calculation (wB97M-V/def2-TZVPD) of C25H45AlF3O3P2S as an isolated structure.

Each line ends with the Löwdin charge.
Geometry (Å):
Al 0.11975 -0.08382 0.78039  0.374
C -2.00409 1.79398 0.41315  -0.241
C -2.55375 0.93767 -0.56447  -0.228
C -1.96558 -0.40286 1.22487  -0.325
C -1.62381 1.00404 1.55383  -0.316
C -2.57569 -0.38760 -0.07499  -0.206
C -2.05929 3.27364 0.38258  -0.027
H -1.81177 3.66637 -0.61249  0.081
H -1.36919 3.72623 1.10506  0.066
H -3.07306 3.62535 0.62937  0.108
C -1.69328 1.54012 2.94005  -0.016
H -1.33552 2.57365 2.99286  0.072
H -1.10324 0.95113 3.64470  0.062
H -2.74009 1.53685 3.28841  0.114
C -2.37831 -1.41004 2.23879  -0.026
H -3.44494 -1.28211 2.49013  0.116
H -1.80980 -1.32524 3.16341  0.057
H -2.24382 -2.43165 1.86286  0.077
C -3.30151 -1.52181 -0.67702  -0.027
H -4.38215 -1.31662 -0.74192  0.111
H -3.16489 -2.44095 -0.09827  0.076
H -2.94782 -1.72324 -1.69333  0.047
C -3.20928 1.41289 -1.80195  -0.027
H -4.21353 1.81610 -1.60043  0.107
H -3.32323 0.60229 -2.52251  0.063
H -2.62982 2.21980 -2.26840  0.072
C 1.43463 0.51074 -2.03312  -0.165
C 0.34749 1.28010 -2.20391  -0.115
C -0.24163 1.53056 -3.56190  -0.149
C -1.16181 0.41257 -4.12640  -0.166
C -1.13230 -0.89094 -3.39275  -0.097
C -0.02575 -1.64245 -3.32365  -0.122
C 1.28462 -1.24350 -3.93696  -0.174
C 2.11297 -0.15341 -3.19998  -0.180
H 0.54831 1.71267 -4.30887  0.118
H -0.88416 0.26353 -5.18563  0.125
H -0.82589 2.46283 -3.51656  0.110
H 2.41272 0.59458 -3.95411  0.122
H 1.97096 0.45426 -1.07236  0.035
H -0.11453 1.83115 -1.37328  0.079
H 3.05238 -0.60057 -2.84593  0.097
H 1.90092 -2.15181 -4.00612  0.109
H -0.08576 -2.69035 -3.01387  0.092
H 1.13954 -0.90357 -4.97658  0.122
H -2.19252 0.79225 -4.14166  0.092
H -2.10790 -1.28838 -3.10958  0.084
P 1.73406 1.95832 1.13930  0.865
C 1.53334 3.01725 2.60898  -0.215
H 2.40990 3.67880 2.65811  0.069
H 1.46420 2.42385 3.52638  0.030
H 0.62872 3.62832 2.49890  0.047
C 3.48493 1.46778 1.31065  -0.227
H 4.06410 2.36566 1.56896  0.064
H 3.84710 1.05812 0.35862  0.049
H 3.59737 0.70736 2.09546  0.030
C 1.85743 3.31401 -0.07326  -0.232
H 2.05927 2.92839 -1.07520  0.036
H 2.66466 3.98703 0.24255  0.067
H 0.90903 3.86489 -0.09999  0.051
P 1.02127 -2.31756 0.11436  0.885
C -0.25642 -3.42702 -0.54061  -0.222
H 0.23307 -4.31157 -0.96664  0.075
H -0.85509 -2.92353 -1.30643  0.012
H -0.92869 -3.72816 0.27349  0.059
C 2.50808 -2.41036 -0.92513  -0.214
H 2.25163 -2.24698 -1.97551  0.013
H 2.98075 -3.39406 -0.79671  0.071
H 3.21640 -1.63071 -0.60132  0.064
C 1.59464 -3.36845 1.48090  -0.233
H 1.94208 -4.30610 1.01965  0.071
H 0.76986 -3.58833 2.16551  0.056
H 2.41640 -2.89652 2.02930  0.047
F 1.06438 -1.64880 6.15325  0.148
C 0.79450 -1.95862 4.87084  -0.573
F 1.35953 -3.15528 4.56521  0.121
F -0.55209 -2.11872 4.75724  0.112
S 1.37244 -0.58301 3.74632  0.608
O 1.06933 0.61007 4.49343  -0.264
O 2.72557 -0.90304 3.36029  -0.276
O 0.42364 -0.72746 2.55170  -0.375

Output
Charge ... +1

***

Ranked by calculated energy, most stable first: run Q, run P.